# 1
Entry from the OMol25 dataset: a molecular structure, C5H13NO3 (ωB97M-V with the def2-TZVPD basis set).

```
! RIJCOSX wB97M-V def2-TZVPD def2/J DEFGRID3
* xyz 0 1
C -0.26970 -1.06289 1.15670
C -0.94256 -0.45349 2.32852
C 1.11346 -1.20902 1.04458
N -0.62987 1.83562 0.48083
O -0.77299 0.63588 -0.27133
H -0.90820 -1.64441 0.50407
H -1.02235 2.56680 -0.11058
H 0.37805 2.00264 0.54677
H -0.30014 0.26121 2.83998
H 1.46738 -2.11885 0.56805
H -1.19499 -1.26804 3.01758
H -1.86369 0.04880 2.04048
H 1.42900 -0.31158 0.04810
H 1.70837 -0.90069 1.89928
C -0.15237 -0.65769 -2.22068
C 0.28445 0.57353 -1.44554
O 0.08001 1.70949 -2.22631
O 1.48879 0.56304 -0.89236
H 0.84034 2.28199 -2.05568
H -1.18399 -0.54960 -2.54902
H -0.04658 -1.55392 -1.61396
H 0.49759 -0.74884 -3.08948
*
```

Values from the calculation:
ΔE to the lowest compared entry with this formula, charge and spin in eV: 4.398
E in a.u.: -478.653781

***

# 2
Entry from the OMol25 dataset: a molecular structure, C27H21CuN3O3PS (ωB97M-V with the def2-TZVPD basis set).

```
! RIJCOSX wB97M-V def2-TZVPD def2/J DEFGRID3
* xyz -1 2
Cu -1.25585 -1.83849 -1.75788
N -4.55016 -0.82321 0.76264
C -3.56695 -0.99635 -0.18629
S -2.77261 -2.54817 -0.20777
N -3.35452 0.01501 -0.97373
N -2.38629 -0.23846 -1.91624
C -2.13772 0.69230 -2.75726
C -1.23438 0.57631 -3.88156
C -1.09156 1.70444 -4.70457
C -0.32964 1.68857 -5.84918
C 0.31284 0.49394 -6.20383
C 0.19903 -0.62769 -5.41963
C -0.55650 -0.63118 -4.21914
O -0.59443 -1.71761 -3.51384
H -4.47771 -1.42904 1.56211
H -4.77016 0.13916 0.96550
H -2.67625 1.63238 -2.63238
H -1.61360 2.61302 -4.42028
H -0.23068 2.57595 -6.46037
H 0.91052 0.45485 -7.10795
H 0.69744 -1.55303 -5.68064
O 0.90359 -4.15926 -0.58310
C 0.87312 -3.01460 -0.14530
O 0.46725 -1.95421 -0.73748
C 1.39852 -2.72529 1.24561
C 2.22104 -3.67977 1.83305
C 2.78067 -3.47072 3.08238
C 2.51200 -2.28428 3.75292
C 1.67612 -1.33934 3.17599
C 1.08695 -1.54645 1.92615
P -0.06566 -0.29241 1.17096
C 1.21281 0.74573 0.33419
C 2.11386 1.56387 1.01601
C 3.04159 2.32868 0.32402
C 3.08865 2.27727 -1.06391
C 2.20421 1.45954 -1.75134
C 1.26832 0.70304 -1.05740
C -0.51914 0.74047 2.63337
C -1.01536 0.11838 3.78420
C -1.63252 0.84960 4.78749
C -1.79192 2.22344 4.65668
C -1.32938 2.85257 3.51073
C -0.70640 2.11807 2.51087
H 2.41614 -4.58265 1.27025
H 3.42578 -4.21893 3.52763
H 2.94357 -2.09570 4.72939
H 1.46706 -0.43007 3.72505
H 2.09198 1.60238 2.09894
H 3.73117 2.96278 0.86885
H 3.81510 2.87079 -1.60603
H 2.23938 1.40891 -2.83270
H 0.58108 0.05850 -1.59095
H -0.92080 -0.95690 3.88938
H -2.00296 0.34294 5.67028
H -2.27854 2.79511 5.43728
H -1.46220 3.92099 3.38973
H -0.35592 2.62484 1.61909
*
```

Values from the calculation:
ΔE to the lowest compared entry with this formula, charge and spin in eV: 0.033
E in a.u.: -3811.638508

***

# 3
Entry from the OMol25 dataset: a molecular structure, C4H12N2S (ωB97M-V with the def2-TZVPD basis set).

```
! RIJCOSX wB97M-V def2-TZVPD def2/J DEFGRID3
* xyz 0 1
C -1.31527 0.92294 -0.23358
C -1.81566 0.46886 -1.61000
S -0.61449 -0.64131 -2.38619
N 0.10689 1.28732 -0.33866
H -1.46344 0.11405 0.49368
H -1.93853 1.73916 0.14549
H -1.92446 1.37317 -2.22650
H -2.82965 0.07857 -1.49467
H 0.18376 2.28392 -0.47805
H 0.38240 0.83129 -1.24566
C 1.34092 -1.42359 1.34064
C 1.36749 -1.90493 0.10823
N 1.15412 0.00176 1.59361
H 1.37726 -2.05273 2.22031
H 1.61660 -2.95264 0.01081
H 1.07118 -1.32606 -0.76518
H 2.04104 0.44284 1.82117
H 0.69810 0.60500 0.64045
H 0.56172 0.15237 2.40409
*
```

Values from the calculation:
ΔE to the lowest compared entry with this formula, charge and spin in eV: 2.259
E in a.u.: -667.211881